<w>
DFT (the ωB97M-V functional and the def2-TZVPD basis) results for 2 unconnected molecules or ions with the total composition C4H11NO.

Each line ends with the natural charge from an NBO analysis.
Geometry (Å):
C1 3.2996 5.2734 -3.2547  -0.726
C2 2.4233 4.0682 -3.0408  0.437
O1 1.2880 4.1286 -2.6508  -0.517
H1 2.7563 6.0040 -3.8537  0.244
H2 4.2411 4.9580 -3.7092  0.217
H3 3.5777 5.6636 -2.2791  0.243
H4 2.8180 3.0664 -3.2987  0.103
C3 -1.4635 -3.0414 3.2679  -0.408
N1 -2.1292 -3.9744 2.3867  -0.636
C4 -2.4545 -3.4622 1.0725  -0.409
H5 -0.7779 -3.5452 3.9464  0.193
H6 -0.8861 -2.3234 2.6870  0.192
H7 -2.1596 -2.4343 3.8549  0.166
H8 -2.9458 -4.4010 2.8063  0.355
H9 -3.3865 -2.8910 1.0228  0.162
H10 -2.5599 -4.2571 0.3350  0.193
H11 -1.6410 -2.8322 0.7076  0.191

M	89.1	g/mol
SMILES string	CC=O.CNC
HOMO-LUMO gap	9.6	eV
spin multiplicity	1


<x>
DFT (the ωB97M-V functional and the def2-TZVPD basis) results for a single C4H11NO molecule.

Each line ends with the natural charge from an NBO analysis.
Geometry (Å):
C1 0.3903 2.4977 -0.6846  -0.239
O1 0.7717 1.2169 -0.3774  -0.541
C2 -0.2864 0.3091 -0.5414  -0.059
C3 0.0836 -1.0699 -0.0834  -0.077
C4 0.6324 -1.1002 1.3150  -0.623
N1 -1.1523 -1.9064 -0.2659  -0.821
H1 -0.3559 2.8560 0.0298  0.161
H2 1.2978 3.1117 -0.7528  0.195
H3 -0.1208 2.5233 -1.6885  0.155
H4 -1.1190 0.6508 0.0541  0.153
H5 -0.5767 0.2692 -1.6238  0.179
H6 0.8263 -1.4457 -0.8001  0.188
H7 0.8489 -2.1301 1.6242  0.208
H8 -0.1667 -0.6956 1.9908  0.194
H9 1.5458 -0.5111 1.4099  0.230
H10 -0.8864 -2.8843 -0.1591  0.356
H11 -1.7326 -1.6913 0.5532  0.342

M	89.1	g/mol
SMILES string	COC[C@@H](C)N
HOMO-LUMO gap	10.8	eV
spin multiplicity	1


Most stable: <x>


<w>
DFT (the ωB97M-V functional and the def2-TZVPD basis) results for 2 unconnected molecules or ions with the total composition C4H11NO.

Each line ends with the natural charge from an NBO analysis.
Geometry (Å):
C1 0.5913 1.5473 1.0685  -0.488
C2 -0.8313 1.5911 1.2101  0.051
N1 -1.7978 0.8697 1.8464  -0.841
H1 0.9495 2.3655 0.5820  0.202
H2 1.1798 0.7504 1.6456  0.215
H3 -1.3705 2.4167 0.5544  0.131
H4 -2.1370 1.4060 2.5412  0.366
H5 -2.6439 0.8128 1.2235  0.367
C3 1.2464 -1.8669 -0.6615  -0.654
C4 0.3419 -1.2122 -1.6708  -0.088
O1 -0.4705 0.0009 -1.6504  -0.717
H6 1.5881 -2.9073 -0.9177  0.232
H7 0.6910 -2.1993 0.2851  0.212
H8 2.1678 -1.3763 -0.4556  0.206
H9 0.9240 -1.1242 -2.5656  0.156
H10 -0.5910 -1.7810 -1.6971  0.190
H11 0.1622 0.7068 -1.3382  0.461

M	89.1	g/mol
SMILES string	C=CN.CCO
HOMO-LUMO gap	10.0	eV
spin multiplicity	1


<x>
DFT (the ωB97M-V functional and the def2-TZVPD basis) results for 2 unconnected molecules or ions with the total composition C4H11NO.

Each line ends with the natural charge from an NBO analysis.
Geometry (Å):
C1 -5.1481 1.0248 3.3819  -0.473
C2 -4.7652 -0.2355 3.2322  0.114
O1 -3.7941 -0.5641 2.2966  -0.698
H1 -5.9552 1.3165 4.0387  0.207
H2 -4.8312 1.7914 2.6866  0.207
H3 -4.8852 -1.0270 3.9681  0.170
H4 -4.0893 -1.3875 1.9242  0.472
C3 2.5149 -0.8003 -2.5903  -0.618
C4 3.7607 0.1092 -2.4178  -0.222
N1 3.9152 0.4332 -0.9889  -0.841
H5 2.7607 -1.8447 -2.7333  0.211
H6 1.7789 -0.5508 -1.8457  0.215
H7 2.0863 -0.5805 -3.5824  0.194
H8 4.6600 -0.4193 -2.7166  0.182
H9 3.7223 0.9230 -3.1319  0.166
H10 4.8796 0.5435 -0.7272  0.360
H11 3.3896 1.2680 -0.7940  0.353

M	89.1	g/mol
SMILES string	C=CO.CCN
HOMO-LUMO gap	10.2	eV
spin multiplicity	1


Most stable: <x>


<w>
DFT (the ωB97M-V functional and the def2-TZVPD basis) results for 2 unconnected molecules or ions with the total composition C5H5NO.

Each line ends with the natural charge from an NBO analysis.
Geometry (Å):
C1 -0.4914 -0.9898 0.4168  -0.383
C2 -0.7682 0.3082 -0.1964  -0.277
C3 0.4727 0.8234 -0.7234  -0.200
C4 1.0839 1.3850 0.4597  -0.172
C5 0.1601 0.3413 0.9122  0.026
N1 3.0762 -0.1385 0.3653  0.160
O1 3.0095 -0.4933 -0.7455  -0.254
H1 -1.1843 -1.3402 1.2035  0.230
H2 0.2971 -1.7504 -0.0720  0.225
H3 -1.7937 0.8176 -0.1022  0.213
H4 0.9530 0.1149 -1.3805  0.205
H5 1.3058 2.3967 0.7360  0.227

M	95.1	g/mol
HOMO-LUMO gap (spin up / spin down)	6.5 / 6.5	eV
spin multiplicity	1


<x>
DFT (the ωB97M-V functional and the def2-TZVPD basis) results for a single C5H5NO molecule.

Each line ends with the natural charge from an NBO analysis.
Geometry (Å):
C1 0.9065 1.8583 -0.7034  -0.483
C2 0.7027 0.8212 0.0356  0.134
C3 0.3757 -0.4530 0.1843  -0.313
C4 1.4098 -1.3985 0.4303  0.271
N1 2.2337 -2.1683 0.6969  -0.313
C5 -1.0846 -0.8400 0.3300  -0.054
O1 -1.9601 0.0368 -0.3343  -0.696
H1 0.7347 1.0238 -1.4634  0.337
H2 1.1219 2.9396 -0.6183  0.271
H3 -1.2799 -0.8783 1.4073  0.174
H4 -1.2624 -1.8350 -0.0856  0.202
H5 -1.8999 0.9032 0.0892  0.469

M	95.1	g/mol
SMILES string	C=C=C(C#N)CO
HOMO-LUMO gap	9.5	eV
spin multiplicity	1


<y>
DFT (the ωB97M-V functional and the def2-TZVPD basis) results for a single C5H5NO molecule.

Each line ends with the natural charge from an NBO analysis.
Geometry (Å):
O1 -0.7380 -1.9678 1.2507  -0.565
C1 -0.2707 -1.0042 0.6812  0.494
C2 0.8122 -0.9242 -0.3285  -0.069
N1 -1.1599 0.0795 -0.8427  -0.527
C3 -0.7564 0.4160 0.5389  -0.269
C4 0.4221 1.2406 0.1592  -0.033
C5 1.3468 0.3872 -0.3787  -0.283
H1 1.3015 -1.8003 -0.7462  0.228
H2 -2.1489 -0.2208 -0.7897  0.331
H3 -1.5126 0.8067 1.2186  0.231
H4 0.4368 2.3223 0.1328  0.228
H5 2.2584 0.6683 -0.8902  0.233

M	95.1	g/mol
HOMO-LUMO gap (spin up / spin down)	8.1 / 7.8	eV
spin multiplicity	1


Most stable: <x>